95
Properties=species:S:1:pos:R:3 method="wB97M-V/def2-TZVPD" homo_lumo_gap_ev=8.42 e_homo_ev=-8.227 lumo_energy_ev=0.198 smiles=CCCC[Si@@H]([C@@H](C)CCC)P(O)Br.CCCC#N.CCCC#N.CCCC#N.CCCC#N.CCCC#N max_force_ha_per_bohr=0.196 spin_multiplicity=1
C -2.334 0.232 3.489
C -0.980 -0.687 3.599
C 0.305 0.048 4.303
C 0.574 1.592 3.826
Si 1.675 1.792 2.261
C 2.666 0.227 1.744
C 3.818 -0.236 2.865
C 1.763 -1.071 1.319
C 0.636 -0.794 0.162
C 1.266 -0.312 -1.295
P 0.474 2.689 0.622
O -1.153 3.049 1.161
Br 1.504 4.679 0.081
H -2.120 1.086 2.682
H -3.212 -0.416 3.006
H -2.669 0.705 4.526
H -1.263 -1.607 4.305
H -0.778 -1.143 2.541
H 0.060 0.100 5.470
H 1.318 -0.534 4.218
H 1.145 2.125 4.729
H -0.398 2.233 3.651
H 2.687 2.825 2.601
H 3.301 0.527 0.779
H 4.872 0.190 2.501
H 3.605 0.261 3.926
H 3.944 -1.400 2.929
H 2.523 -1.866 0.854
H 1.343 -1.585 2.296
H 0.124 -1.849 -0.060
H -0.266 -0.101 0.524
H 2.298 -0.841 -1.450
H 1.439 0.842 -1.380
H 0.467 -0.591 -2.134
H -1.164 3.868 1.768
C 4.724 -0.023 -4.895
C 4.927 -1.374 -5.573
C 3.681 -2.261 -5.518
C 3.312 -2.538 -4.070
N 3.006 -2.769 -2.869
H 4.512 -0.134 -3.827
H 5.629 0.587 -4.984
H 3.895 0.527 -5.356
H 5.770 -1.887 -5.095
H 5.203 -1.208 -6.621
H 3.873 -3.210 -6.029
H 2.838 -1.771 -6.018
C 1.110 -5.754 -6.168
C 0.657 -6.482 -7.429
C 1.819 -7.100 -8.209
C 2.783 -6.009 -8.645
N 3.583 -5.104 -9.007
H 1.766 -4.909 -6.402
H 0.246 -5.353 -5.629
H 1.648 -6.431 -5.495
H 0.113 -5.777 -8.069
H -0.047 -7.273 -7.149
H 1.441 -7.622 -9.095
H 2.354 -7.828 -7.590
C -0.548 3.811 8.440
C -1.662 3.977 7.412
C -2.751 2.910 7.538
C -2.147 1.532 7.322
N -1.645 0.389 7.144
H -0.019 2.861 8.313
H 0.192 4.611 8.332
H -0.946 3.851 9.461
H -1.225 3.947 6.407
H -2.115 4.967 7.536
H -3.532 3.081 6.789
H -3.216 2.949 8.529
C -0.724 5.378 -3.224
C -0.056 6.749 -3.283
C 0.206 7.223 -4.713
C 1.131 6.244 -5.418
N 1.899 5.433 -6.002
H -0.089 4.601 -3.661
H -0.917 5.094 -2.185
H -1.680 5.385 -3.760
H 0.889 6.707 -2.726
H -0.696 7.478 -2.775
H 0.672 8.214 -4.701
H -0.734 7.297 -5.272
C -7.644 -3.689 2.608
C -6.200 -3.677 2.117
C -5.276 -2.844 3.007
C -5.752 -1.401 3.033
N -6.147 -0.203 3.055
H -8.083 -2.687 2.599
H -8.261 -4.319 1.958
H -7.708 -4.085 3.628
H -6.178 -3.288 1.091
H -5.829 -4.707 2.079
H -4.252 -2.878 2.621
H -5.267 -3.239 4.029

107
Properties=species:S:1:pos:R:3 method="wB97M-V/def2-TZVPD" homo_lumo_gap_ev=9.55 e_homo_ev=-9.529 lumo_energy_ev=0.022 max_force_ha_per_bohr=0.111 spin_multiplicity=1
H 1.398 2.348 3.868
N 1.584 2.339 4.870
C 2.661 2.949 5.136
N 3.092 2.996 6.503
N 3.483 3.616 4.187
C 4.862 3.056 4.118
C 4.833 1.671 3.480
C 6.263 1.155 3.193
C 6.451 -0.345 3.441
C 6.279 -1.212 2.179
C 7.237 -0.784 1.058
C 8.625 -0.300 1.505
C 9.432 -1.303 2.339
S 10.895 -0.455 3.043
O 4.964 -0.774 1.723
C 4.024 -1.539 2.310
O 2.858 -1.313 2.327
O 4.636 -2.620 2.869
C 5.989 -2.716 2.373
C 5.799 -3.388 0.982
C 4.973 -4.657 1.165
O 5.188 -5.546 0.051
C 4.013 -6.142 -0.293
O 3.411 -5.864 -1.301
C 6.963 -3.563 3.166
Cl 8.137 -4.498 2.294
C 6.992 -3.629 4.511
C 6.081 -2.911 5.460
Cl 8.184 -4.604 5.307
H 3.437 3.941 6.646
H 3.886 2.371 6.584
H 3.074 3.401 3.284
H 5.413 3.739 3.475
H 5.302 3.039 5.109
H 4.344 1.781 2.513
H 4.300 0.951 4.097
H 6.951 1.684 3.856
H 6.532 1.471 2.190
H 5.645 -0.647 4.109
H 7.363 -0.584 3.982
H 6.755 0.057 0.567
H 7.383 -1.539 0.290
H 9.202 -0.139 0.594
H 8.611 0.660 2.012
H 9.822 -2.091 1.705
H 8.881 -1.730 3.168
H 10.431 -0.113 4.253
H 5.232 -2.739 0.319
H 6.739 -3.582 0.487
H 5.125 -5.135 2.134
H 3.927 -4.354 1.144
H 3.602 -6.911 0.379
H 6.178 -3.398 6.427
H 5.035 -2.996 5.191
H 6.378 -1.884 5.631
C -0.157 -3.396 -1.886
C -1.387 -2.735 -2.465
O -2.338 -2.415 -1.452
P -2.425 -0.919 -0.818
O -2.067 0.039 -1.890
O -4.031 -0.722 -0.650
C -4.720 0.351 -1.282
C -5.320 -0.099 -2.598
O -2.343 -1.328 0.736
C -1.157 -1.878 1.330
C 0.034 -0.950 1.233
H 0.375 -2.712 -1.218
H 0.525 -3.692 -2.681
H -0.424 -4.282 -1.310
H -1.104 -1.854 -3.043
H -1.884 -3.424 -3.151
H -4.068 1.212 -1.418
H -5.517 0.656 -0.600
H -4.563 -0.525 -3.257
H -5.800 0.735 -3.113
H -6.065 -0.879 -2.429
H -0.940 -2.859 0.901
H -1.406 -2.045 2.378
H 0.273 -0.726 0.186
H 0.923 -1.377 1.710
H -0.186 -0.003 1.729
C -8.166 1.482 -6.424
C -9.292 2.354 -6.947
O -10.322 2.524 -5.975
P -10.396 3.851 -5.026
O -9.876 4.988 -5.820
O -11.992 4.129 -4.953
C -12.558 5.367 -5.378
C -13.051 5.269 -6.806
O -10.491 3.088 -3.607
C -9.378 2.335 -3.114
C -8.137 3.180 -2.920
H -7.665 1.957 -5.578
H -7.424 1.309 -7.205
H -8.546 0.517 -6.087
H -8.897 3.313 -7.287
H -9.755 1.873 -7.809
H -11.849 6.185 -5.258
H -13.399 5.572 -4.712
H -12.253 4.947 -7.476
H -13.431 6.232 -7.152
H -13.850 4.531 -6.881
H -9.186 1.483 -3.770
H -9.692 1.921 -2.156
H -7.823 3.648 -3.859
H -7.316 2.569 -2.546
H -8.328 3.982 -2.206